No. 1
Formula: C24H29ClF8N2O4
Source: the OMol25 dataset
Level of theory: ωB97M-V/def2-TZVPD

Values from the calculation:
SMILES string = CCCCCc1c(N(C)C(C)=O)cc(Cl)c2c1C(=O)N(CCC)C2=O.FC(F)C(F)(F)COC(F)(F)C(F)F
F_max = 2.28 eV/Å
lowest unoccupied orbital energy = -0.4987 eV
frontier orbital gap = 8.77 eV

Structure (ORCA input):
```
! RIJCOSX wB97M-V def2-TZVPD def2/J DEFGRID3
* xyz 0 1
C 0.5303 1.6779 -5.2505
C 1.4659 1.5166 -4.0147
C 2.1155 2.8636 -3.6069
C 2.2676 3.0382 -2.0716
C 1.1068 3.8676 -1.4417
C 0.4728 3.0928 -0.2969
C 0.9529 3.1058 1.0210
N 2.0927 3.8915 1.3114
C 2.5296 3.8009 2.7174
C 1.8448 5.3259 1.0901
C 0.4240 5.8664 1.1983
O 2.7825 6.0310 0.8006
C 0.3099 2.3193 1.9540
C -0.7734 1.5418 1.6432
Cl -1.5018 0.5457 2.8906
C -1.2956 1.5217 0.3801
C -0.6234 2.3263 -0.5471
C -1.4202 2.1219 -1.8227
O -1.4854 2.7684 -2.8392
N -2.2385 0.9569 -1.6460
C -1.6344 -0.2109 -2.3259
C -2.4751 -1.5076 -2.1806
C -1.9176 -2.4541 -1.0857
C -2.4592 0.7656 -0.2463
O -3.3433 0.1499 0.2875
H -0.5225 1.6248 -4.9515
H 0.6842 2.6617 -5.6993
H 0.6784 0.8736 -5.9759
H 0.9354 1.0659 -3.1720
H 2.2737 0.8604 -4.3553
H 1.5645 3.6979 -4.0563
H 3.1228 2.9084 -4.0387
H 3.2180 3.5292 -1.8434
H 2.3048 2.0235 -1.6600
H 0.3350 3.9463 -2.2133
H 1.3948 4.8888 -1.1933
H 1.7011 4.1173 3.3789
H 2.8166 2.7915 3.0131
H 3.3327 4.5141 2.9052
H -0.0982 5.6907 0.2550
H 0.4559 6.9250 1.4502
H -0.1200 5.3350 1.9876
H 0.6475 2.2628 2.9811
H -0.6296 -0.3544 -1.8909
H -1.5050 -0.0430 -3.3978
H -2.6109 -2.0048 -3.1421
H -3.4575 -1.1774 -1.8309
H -0.8963 -2.1527 -0.8316
H -2.5105 -2.3037 -0.1769
H -1.9745 -3.5118 -1.3464
C -0.4365 -5.6184 4.2113
C 0.5716 -4.6857 3.5074
C 0.0091 -3.6292 2.5533
F -0.6568 -4.1590 1.5162
F 1.0247 -2.8950 2.0331
F 1.5031 -5.4386 2.8827
F 1.2230 -4.0080 4.4950
O -0.6493 -6.9185 3.6632
C -1.5670 -7.1173 2.6447
C -0.9004 -7.6042 1.3546
F 0.0198 -6.7270 0.9153
F -1.8317 -7.7405 0.3831
F -2.3173 -6.0188 2.4533
F -2.4084 -8.0848 3.0686
H 0.0029 -5.8225 5.1873
H -1.3790 -5.1136 4.4234
H -0.6644 -2.9440 3.0773
H -0.4114 -8.5669 1.5163
*
```

No. 2
Formula: C24H29ClFN5O4
Source: the OMol25 dataset
Level of theory: ωB97M-V/def2-TZVPD

Values from the calculation:
SMILES string = COc1cc2ncnc(Nc3ccc(F)c(Cl)c3)c2cc1O.CNC(=O)[C@H](CC(C)C)NC(C)=O
F_max = 2.66 eV/Å
lowest unoccupied orbital energy = -0.0222 eV
frontier orbital gap = 8.03 eV

Structure (ORCA input):
```
! RIJCOSX wB97M-V def2-TZVPD def2/J DEFGRID3
* xyz 0 1
O -4.0827 4.3037 3.7831
O -0.5946 3.6274 1.9585
F -0.4567 -6.0154 -6.5561
Cl 0.7974 -3.6053 -7.7898
N 0.4872 -2.9611 -1.0122
N 1.2446 -2.7457 1.1908
O 5.9684 -0.4956 -0.4326
O 5.4977 -0.8223 2.2088
C -4.7327 3.8490 2.8544
C -1.7746 3.8216 1.6822
C 0.3197 -3.0789 0.2975
C 0.0855 -5.4840 -4.3125
C 0.6659 -4.6236 -3.3816
C 1.2772 -3.1040 -5.1404
C 0.1056 -5.1658 -5.6660
C 0.7212 -3.9811 -6.0862
C 4.5324 -1.2482 1.3195
C 4.7928 -1.0762 -0.0494
C 1.2429 -3.3997 -3.7704
C 3.3136 -1.8340 1.6955
C 1.6420 -2.5076 -1.4756
C 3.8659 -1.4852 -1.0135
C 2.3797 -2.2230 0.7451
C 2.6389 -2.0592 -0.6151
N 1.8103 -2.4950 -2.8551
N -2.2105 5.0183 1.2693
N -4.2042 3.1102 1.8786
C 5.2041 -0.9107 3.6124
C -6.2125 4.1337 2.7532
C -1.3598 6.1972 1.1200
C -0.7560 0.2770 1.5743
C -1.4157 0.0815 -0.8079
C -1.3154 1.0445 0.3760
C -2.7056 1.6503 0.6577
C -2.8000 2.6687 1.8170
H 6.4593 -0.2749 0.3809
H -0.6261 -3.4705 0.6606
H -0.3731 -6.4131 -3.9892
H 0.6573 -4.9431 -2.3467
H 1.7287 -2.1810 -5.4837
H 3.0414 -1.9947 2.7303
H 4.1267 -1.3387 -2.0562
H 2.4966 -1.8382 -3.2001
H -3.2009 5.1214 1.1276
H -4.8282 2.7692 1.1660
H 5.0777 -1.9548 3.9163
H 4.2963 -0.3504 3.8602
H 6.0322 -0.4870 4.1879
H -6.4795 4.8769 3.5038
H -6.4464 4.5173 1.7620
H -6.7659 3.2148 2.9385
H -0.9522 6.4786 2.0930
H -0.5289 5.9690 0.4501
H -1.9344 7.0312 0.7160
H 0.2053 -0.1600 1.3077
H -1.4428 -0.5128 1.8770
H -0.5918 0.9583 2.4087
H -2.0613 -0.7614 -0.5622
H -0.4231 -0.2915 -1.0579
H -1.8146 0.6022 -1.6778
H -0.6202 1.8344 0.0975
H -3.3989 0.8330 0.8626
H -3.0385 2.1472 -0.2548
H -2.5666 2.1571 2.7524
*
```

No. 3
Formula: C24H29ClN2OsP2
Source: the OMol25 dataset
Level of theory: ωB97M-V/def2-TZVPD

Values from the calculation:
F_max = 4.18 eV/Å
lowest unoccupied orbital energy (spin up / spin down) = -7.3611 / -10.0149 eV
frontier orbital gap (spin up / spin down) = 3.92 / 3.84 eV

Structure (ORCA input):
```
! RIJCOSX wB97M-V def2-TZVPD def2/J DEFGRID3
* xyz 2 5
C 1.8659 3.4023 -3.1025
C 0.6998 2.9232 -2.4975
C -0.1925 2.1645 -3.3342
C 0.3467 1.4377 -4.4611
C 1.6243 1.7988 -4.9399
C 2.3298 2.8167 -4.3059
C -0.4321 0.4059 -4.9643
C -1.6050 0.0120 -4.3298
C -2.0373 0.8431 -3.2327
C -3.0256 0.3547 -2.3107
C -3.8577 -0.6743 -2.7510
C -3.5173 -1.4078 -3.9110
C -2.3888 -1.1136 -4.6595
H 2.4198 4.2125 -2.6368
H 2.0222 1.2756 -5.8031
H 3.2837 3.1339 -4.7021
H -0.1385 -0.0830 -5.8940
H -4.7641 -0.9135 -2.2024
H -4.1286 -2.2574 -4.1945
H -2.0712 -1.7163 -5.5074
N -1.5165 2.0850 -3.0849
Os 0.0192 -0.1741 1.0733
C 0.3134 3.0953 -1.0357
H -0.7852 3.1358 -0.9388
H 0.7652 4.0270 -0.6593
C -3.1038 0.9778 -0.9277
H -2.7647 2.0274 -0.9852
H -4.1503 0.9208 -0.5852
P 0.8605 1.7286 0.2449
P -2.0789 0.2122 0.4691
C -3.0357 -1.2969 0.8480
H -2.6369 -1.7440 1.7678
H -4.0919 -1.0323 0.9775
H -2.9219 -2.0107 0.0263
C -2.5530 1.2743 1.8936
H -3.4981 0.9002 2.2978
H -1.7749 1.2190 2.6644
H -2.6653 2.3103 1.5689
C 2.6608 1.8426 -0.0580
H 2.9675 2.8841 0.0945
H 3.2195 1.2002 0.6317
H 2.8724 1.5419 -1.0877
C 0.7849 2.7668 1.7751
H 0.9286 2.1340 2.6591
H 1.6002 3.4958 1.7202
H -0.1737 3.2889 1.8543
H 0.9045 -0.3917 -0.2029
H -0.3604 -0.7421 -0.4135
Cl 5.2594 -1.4430 2.8959
C 3.5785 -1.4752 3.2045
C 3.0792 -1.6982 4.4876
C 1.7000 -1.7502 4.6523
C 0.8759 -1.5050 3.5542
N 1.3834 -1.1513 2.3521
C 2.7124 -1.2600 2.1247
H 3.7438 -1.8542 5.3286
H 1.2301 -1.9464 5.6160
H -0.2191 -1.5176 3.6088
H 3.0965 -1.1349 1.1162
*
```

No. 4
Formula: C24H29FN2O2
Source: the OMol25 dataset
Level of theory: ωB97M-V/def2-TZVPD

Values from the calculation:
SMILES string = O=C(c1ccc(OC2CCN(Cc3cccc(F)c3)CC2)cc1)N1CCCCC1
F_max = 13.17 eV/Å
lowest unoccupied orbital energy = -0.0670 eV
frontier orbital gap = 8.22 eV
energy relative to the best compared isomer or geometry (same formula, charge and spin) = 436.1 kcal per mole

Structure (ORCA input):
```
! RIJCOSX wB97M-V def2-TZVPD def2/J DEFGRID3
* xyz 0 1
O -2.1634 -3.0240 -1.4533
C -2.8251 -2.0767 -1.8182
N -4.1352 -2.1990 -2.1292
C -4.7965 -0.9361 -2.5998
H -5.6081 -0.8184 -2.1629
C -5.0742 -0.9846 -4.0043
C -5.8558 -2.1989 -4.1700
C -4.9248 -3.6466 -3.7660
C -4.5940 -3.3971 -2.2532
H -5.6314 -3.3066 -1.7035
H -4.0234 -4.2627 -1.7062
H -3.9508 -3.7584 -4.2242
H -5.4778 -4.4219 -4.0037
H -6.8568 -2.4371 -3.6862
H -5.9422 -2.5939 -5.4020
H -4.1832 -0.9900 -4.4876
H -5.7353 -0.0970 -4.4310
H -4.2236 0.0743 -2.3199
C -2.1365 -0.8351 -1.6567
C -1.2303 -0.2441 -2.4638
C -0.4287 0.9119 -2.4760
C -0.7749 1.7712 -1.1195
C -1.7160 1.2627 -0.2722
C -2.3911 0.1797 -0.3400
H -2.9002 -0.4650 0.1905
H -1.9260 1.9190 0.4375
O -0.1178 3.1239 -1.3274
C 1.0841 2.8515 -0.5012
C 2.1974 2.2860 -1.1434
C 3.4594 2.3985 -0.4759
N 3.4484 1.8448 0.9390
C 3.4848 0.4984 1.0866
C 3.6638 0.1958 2.6108
C 4.8356 0.9555 3.1390
C 5.1420 0.6468 4.5097
C 4.2779 -0.4886 5.3600
C 3.3793 -1.0429 4.5178
C 2.7835 -0.5667 3.4940
H 2.1019 -1.2131 2.9251
F 2.5642 -1.8642 5.5294
H 4.4473 -0.4344 6.2903
H 5.8963 1.1683 5.2526
H 5.4219 1.6418 2.6894
H 4.1778 0.2038 0.4928
H 2.5217 0.0232 0.9524
C 2.2961 2.7253 1.4538
C 0.9473 2.6821 0.8412
H 0.1985 3.3312 1.3128
H 0.7030 1.4209 0.9511
H 2.7625 3.7679 1.7291
H 2.3469 2.3071 2.6062
H 3.8395 3.3215 -0.5368
H 4.2108 1.5950 -1.0953
H 2.2234 2.6188 -2.2940
H 1.7519 1.2165 -1.2861
H 1.2117 4.0866 -0.4457
H 0.2389 1.2993 -3.2657
H -0.9498 -0.8588 -3.3496
*
```

Please write out number 4 again, unchanged.
Formula: C24H29FN2O2
Source: the OMol25 dataset
Level of theory: ωB97M-V/def2-TZVPD

Values from the calculation:
SMILES string = O=C(c1ccc(OC2CCN(Cc3cccc(F)c3)CC2)cc1)N1CCCCC1
F_max = 13.17 eV/Å
lowest unoccupied orbital energy = -0.0670 eV
frontier orbital gap = 8.22 eV
energy relative to the best compared isomer or geometry (same formula, charge and spin) = 436.1 kcal per mole

Structure (ORCA input):
```
! RIJCOSX wB97M-V def2-TZVPD def2/J DEFGRID3
* xyz 0 1
O -2.1634 -3.0240 -1.4533
C -2.8251 -2.0767 -1.8182
N -4.1352 -2.1990 -2.1292
C -4.7965 -0.9361 -2.5998
H -5.6081 -0.8184 -2.1629
C -5.0742 -0.9846 -4.0043
C -5.8558 -2.1989 -4.1700
C -4.9248 -3.6466 -3.7660
C -4.5940 -3.3971 -2.2532
H -5.6314 -3.3066 -1.7035
H -4.0234 -4.2627 -1.7062
H -3.9508 -3.7584 -4.2242
H -5.4778 -4.4219 -4.0037
H -6.8568 -2.4371 -3.6862
H -5.9422 -2.5939 -5.4020
H -4.1832 -0.9900 -4.4876
H -5.7353 -0.0970 -4.4310
H -4.2236 0.0743 -2.3199
C -2.1365 -0.8351 -1.6567
C -1.2303 -0.2441 -2.4638
C -0.4287 0.9119 -2.4760
C -0.7749 1.7712 -1.1195
C -1.7160 1.2627 -0.2722
C -2.3911 0.1797 -0.3400
H -2.9002 -0.4650 0.1905
H -1.9260 1.9190 0.4375
O -0.1178 3.1239 -1.3274
C 1.0841 2.8515 -0.5012
C 2.1974 2.2860 -1.1434
C 3.4594 2.3985 -0.4759
N 3.4484 1.8448 0.9390
C 3.4848 0.4984 1.0866
C 3.6638 0.1958 2.6108
C 4.8356 0.9555 3.1390
C 5.1420 0.6468 4.5097
C 4.2779 -0.4886 5.3600
C 3.3793 -1.0429 4.5178
C 2.7835 -0.5667 3.4940
H 2.1019 -1.2131 2.9251
F 2.5642 -1.8642 5.5294
H 4.4473 -0.4344 6.2903
H 5.8963 1.1683 5.2526
H 5.4219 1.6418 2.6894
H 4.1778 0.2038 0.4928
H 2.5217 0.0232 0.9524
C 2.2961 2.7253 1.4538
C 0.9473 2.6821 0.8412
H 0.1985 3.3312 1.3128
H 0.7030 1.4209 0.9511
H 2.7625 3.7679 1.7291
H 2.3469 2.3071 2.6062
H 3.8395 3.3215 -0.5368
H 4.2108 1.5950 -1.0953
H 2.2234 2.6188 -2.2940
H 1.7519 1.2165 -1.2861
H 1.2117 4.0866 -0.4457
H 0.2389 1.2993 -3.2657
H -0.9498 -0.8588 -3.3496
*
```

What is the F_max in the second record? 2.66 eV/Å